Below is 10 unconnected molecules or ions with the total composition C35H65F5O25, with properties calculated with ωB97M-V/def2-TZVPD.

```
130
Properties=species:S:1:pos:R:3:mulliken_charge:R:1
C 5.713 0.782 -0.335 -0.8007
C 0.972 -5.054 -2.796 0.2570
O -0.771 -0.365 -0.984 0.1686
O 3.720 -0.480 -3.229 -0.3687
H -6.015 -5.343 -7.224 0.2557
H 2.432 6.817 4.370 0.3162
O 1.321 5.006 2.190 -0.0720
H -6.893 -4.084 -6.419 0.3276
C 6.157 0.651 5.228 -0.6596
O -0.590 1.141 5.789 -0.3673
H -3.196 -4.454 -3.801 0.1709
H -6.529 -5.596 -5.586 0.3098
H -3.035 0.923 -2.069 -0.2406
H 3.617 -1.069 -1.135 0.1078
H 0.337 3.676 4.829 0.0966
H -5.440 -2.560 -4.664 0.3647
H 6.355 1.508 5.872 0.2431
H 5.926 0.953 4.207 0.2237
O 0.702 -4.906 -0.587 -0.3243
C -0.533 -1.132 -2.168 0.2316
H 1.727 2.626 -3.612 -0.1296
C 0.439 6.070 2.247 0.6534
O -2.956 1.652 2.416 0.5896
H 5.680 0.367 0.672 0.1439
F 1.442 1.789 5.027 -0.3691
O 5.174 -0.184 5.850 -0.3926
H 0.518 -6.700 -1.431 0.3416
C 2.227 6.795 3.299 0.2115
C 4.800 -1.285 5.134 -0.6680
O -0.728 3.522 -4.535 -0.3193
C 4.478 1.659 -2.176 -0.1577
H 2.270 -1.314 1.769 -0.0514
C -3.783 -0.461 3.321 -0.5685
F 0.436 -3.900 -3.314 -0.1997
O 2.661 -3.948 -0.084 -0.5435
C -0.505 -0.954 0.267 -0.5482
H -1.362 -1.864 5.081 0.3215
H 7.031 0.002 5.174 0.3427
C 3.748 -0.875 4.011 0.4898
H 3.361 5.208 2.172 0.2918
O -0.647 6.077 1.666 -0.5803
C 2.531 5.369 2.859 -0.3276
H 5.686 0.028 -3.232 0.3906
H -4.069 2.999 1.170 0.3293
C -3.643 -3.469 -3.934 -0.2265
C -6.126 -4.842 -6.263 -0.8282
O -2.507 1.826 6.873 -0.6222
C -5.787 0.586 -1.726 0.5313
H 1.684 -2.791 2.510 0.1996
H -1.018 -1.905 0.413 0.5431
H -0.584 -0.541 -3.082 0.1041
H 2.708 -1.889 -2.391 -0.2052
H 4.726 1.083 -4.162 0.3954
H 1.378 -1.125 3.262 0.1747
H 1.813 2.338 0.920 0.2874
H -0.744 3.100 3.378 -0.2908
H 3.524 2.170 -2.307 -0.0108
H -0.876 -5.683 -1.804 0.2984
H 5.631 -1.846 4.706 0.3635
O -6.964 0.858 -2.002 -0.6407
C -0.936 2.160 -4.487 0.6605
F -4.294 -1.304 -0.050 -0.3203
H 3.034 -0.143 4.387 0.1154
O 2.123 -4.721 -2.147 -0.2932
C -2.166 -1.840 4.346 -0.9098
H 1.270 1.216 -0.239 -0.0084
H 2.700 4.751 3.741 0.2213
O -2.060 1.689 -4.299 -0.6076
H -3.112 -2.863 -6.744 0.2688
O 0.209 1.550 -4.481 -0.2453
H 0.549 -1.233 0.260 -0.0782
H -2.120 -4.106 -5.958 0.3443
H -3.907 -3.132 -2.932 0.3189
F 0.661 3.779 -6.386 -0.2953
H -1.167 -2.000 -2.348 0.2003
H 5.310 2.325 -2.404 0.4010
H -1.155 -0.352 2.238 -1.3489
H 0.480 -1.534 -2.166 -0.6241
O 4.459 1.248 -0.774 -0.1124
O -5.366 -0.612 -1.980 -0.2928
C 0.555 3.770 -5.076 0.2625
H -3.504 -0.966 2.396 0.3226
C 3.662 -1.411 -2.169 -0.1740
H -1.581 -2.397 -6.325 0.2246
O -4.817 1.330 -1.164 -0.3839
C -3.273 2.908 1.909 -1.3062
C 2.056 -1.790 2.726 -0.0118
C -1.610 1.967 6.024 0.5574
C 0.151 1.648 4.723 1.3110
C 0.917 1.799 0.611 -0.7142
O -1.534 3.046 5.215 -0.3942
H -2.410 3.494 1.594 0.3490
H 1.146 -5.749 -3.618 0.2582
H -3.059 0.832 -0.321 -0.6632
C -0.418 3.008 4.415 0.5059
C -0.668 0.154 1.404 1.9349
O 0.473 0.909 1.686 -0.1505
C 0.199 -5.677 -1.630 -0.4719
H 0.039 0.927 3.912 -0.5684
O -2.849 -2.576 -4.681 -0.0301
H -5.738 -3.998 -3.891 0.5391
H 1.118 4.648 -4.757 0.3988
H -1.723 -2.131 3.393 0.2053
H 2.031 2.133 -5.217 0.3489
C -4.132 -0.800 -1.295 1.6851
H -3.447 -1.467 -1.819 -0.8721
C -5.010 -3.557 -4.571 -0.8386
H -4.638 -0.968 3.768 0.4767
C -3.634 0.600 -1.218 1.3139
H -3.643 3.569 2.693 0.4092
H 4.455 -2.152 -2.269 0.3609
O -2.724 -0.509 4.238 -0.2479
O -4.864 -4.305 -5.824 -0.2931
H 4.407 -1.897 5.946 0.2946
H -2.878 -2.651 4.499 0.3633
O 0.833 6.939 3.129 -0.3303
C 1.904 -4.507 -0.862 0.7191
H 6.531 1.496 -0.430 0.3323
H 0.125 2.487 0.315 0.2661
H -4.199 1.686 4.014 0.3851
F 2.912 7.686 2.616 -0.3058
C 1.230 2.499 -4.574 -0.1317
H -4.950 1.226 2.502 0.4546
H -1.392 0.904 1.086 -0.4326
H 4.317 -0.398 3.213 -0.1466
C -2.377 -3.047 -5.960 -0.8654
C -4.086 1.044 3.141 -1.0054
O 3.237 -2.070 3.456 -0.5331
C 4.728 0.549 -3.212 -0.7133
H 5.997 -0.072 -0.950 0.3478
```

As for the HOMO energy: -9.2 eV. The gap between HOMO and LUMO is 9.34 eV. The spin multiplicity is 1. For the max |F|, the calculation gives 5.4 eV Å⁻¹. Its net charge is 0. For the lowest unoccupied orbital energy, the calculation gives 0.101 eV. The energy above the lowest of the compared OMol25 structures with the same formula, charge and spin is 0.0 kcal per mole.